one | DFT (wB97M-V/def2-TZVPD) results for a 13-piece molecular cluster, C5H38N2O12 overall.

Its HOMO energy is -9.4135 eV. The value obtained for the HOMO-LUMO gap is 0.352 hartree.

Each line ends with the Mulliken charge.
Element x y z (Å)
N 2.65 -1.72 -0.87  -0.44
C 2.63 -0.31 -1.27  -0.74
C 1.43 0.46 -0.61  0.12
N 0.13 -0.05 -1.12  0.43
C -0.91 1.04 -1.60  -0.08
C -2.41 0.71 -1.52  0.07
C -3.30 1.94 -1.80  -1.34
H 1.75 -2.20 -1.15  0.19
H 3.45 -2.20 -1.22  0.22
H 2.69 -0.25 -2.35  0.44
H 3.59 0.04 -0.89  0.40
H 1.57 1.60 -0.70  0.14
H 1.53 0.24 0.54  -0.37
H -0.24 -0.54 -0.30  0.01
H -0.70 2.01 -1.02  -0.21
H -0.48 1.35 -2.60  0.42
H -2.60 -0.03 -2.41  0.10
H -2.89 0.19 -0.62  0.48
H -3.85 2.19 -0.92  0.29
H -2.72 2.81 -2.18  0.30
H -4.01 1.64 -2.65  0.36
H -0.95 -1.20 2.11  0.08
H 0.27 -2.12 1.94  0.74
O -0.74 -2.07 1.81  -0.70
H -0.76 2.99 2.64  0.31
H -1.11 2.58 1.31  0.25
O -1.50 2.62 2.21  -0.58
H 3.23 0.38 1.67  0.31
H 3.61 1.51 2.57  0.33
O 3.89 0.60 2.32  -0.69
H -0.86 4.72 0.21  0.25
H 0.33 3.77 -0.04  0.27
O -0.62 3.86 -0.10  -0.61
H -2.55 -1.39 -2.49  0.02
H -3.23 -2.64 -1.85  0.29
O -2.92 -2.26 -2.67  -0.68
H 0.06 -3.59 -2.56  0.29
H -0.07 -2.20 -3.03  0.34
O 0.56 -2.93 -3.04  -0.68
H -0.38 0.07 3.41  0.51
H 0.92 -0.71 2.79  0.28
O 0.57 -0.05 3.48  -0.72
H 2.18 -1.81 1.20  0.36
H 2.70 -2.18 2.73  0.30
O 1.92 -1.77 2.18  -0.80
H 0.66 -0.37 -3.55  0.19
H 0.76 -1.50 -4.46  0.37
O 0.76 -0.58 -4.46  -0.66
H -2.22 1.24 3.63  0.29
H -2.65 -0.33 3.97  0.23
O -2.13 0.27 3.42  -0.58
H 1.32 1.42 2.99  0.41
H 1.12 2.61 4.13  0.30
O 1.21 2.49 3.16  -0.72
H -0.28 -4.22 -0.07  0.25
H -0.17 -2.74 0.18  0.16
O -0.27 -3.39 -0.49  -0.50

***

two | DFT (wB97M-V/def2-TZVPD) results for a 13-piece molecular cluster, C5H38N2O12 overall.

Its HOMO energy is -9.8491 eV. The value obtained for the HOMO-LUMO gap is 0.374 hartree.

Each line ends with the Mulliken charge.
Element x y z (Å)
N 1.07 -0.44 2.78  -0.67
C 1.09 -0.45 1.32  1.13
C 0.46 0.82 0.77  0.30
C 1.29 2.09 1.02  -0.45
C 2.63 2.12 0.29  -1.18
C 0.28 -1.69 0.90  -0.92
N 0.65 -2.23 -0.42  -0.34
H 1.26 0.48 3.14  0.30
H 1.82 -1.03 3.14  0.26
H 2.09 -0.55 0.92  -0.20
H 0.30 0.67 -0.30  -0.18
H -0.52 0.96 1.25  -0.24
H 1.41 2.24 2.09  0.32
H 0.69 2.94 0.70  0.34
H 3.15 3.05 0.49  0.43
H 3.28 1.32 0.62  0.31
H 2.47 2.03 -0.78  0.11
H 0.41 -2.49 1.62  0.47
H -0.77 -1.41 0.90  0.04
H 0.09 -3.04 -0.61  0.30
H 0.47 -1.53 -1.15  0.04
H -3.38 -3.17 -0.46  0.28
H -2.53 -2.15 -1.26  0.47
O -2.68 -2.51 -0.34  -0.72
H -0.97 2.80 -1.69  0.41
H -0.72 2.91 -3.22  0.24
O -0.90 2.26 -2.54  -0.72
H -0.09 0.64 -2.81  0.33
H 1.15 -0.35 -2.83  0.39
O 0.17 -0.29 -2.95  -0.66
H -2.04 -0.84 4.03  0.29
H -0.96 -0.13 3.26  0.33
O -1.92 -0.13 3.40  -0.72
H -2.51 1.50 -2.60  0.44
H -3.69 1.08 -1.70  0.33
O -3.34 0.99 -2.60  -0.82
H -2.78 -0.72 -2.80  0.49
H -1.34 -1.35 -2.97  0.34
O -2.28 -1.60 -2.82  -0.84
H 2.23 -2.61 -0.57  0.60
H 3.51 -3.36 -1.13  0.25
O 3.27 -2.58 -0.65  -0.87
H -3.25 -1.09 0.60  0.43
H -3.06 -0.42 2.01  0.39
O -3.60 -0.38 1.20  -0.79
H -1.82 4.57 -0.38  0.29
H -1.81 3.15 0.30  0.41
O -1.27 3.75 -0.27  -0.72
H -2.76 2.22 2.22  0.28
H -3.17 1.35 0.99  0.35
O -2.92 2.28 1.27  -0.67
H 3.36 0.25 -2.15  0.30
H 3.08 -1.21 -1.78  0.46
O 2.91 -0.52 -2.49  -0.80
H 4.53 -3.29 2.09  0.29
H 3.84 -2.46 1.02  0.40
O 4.09 -2.44 1.97  -0.64

***

Energies relative to the most stable structure, in eV: one 5.065; two 0.000.